{"formula": "C34H23B2F9N9O10S2V", "method": "wB97M-V/def2-TZVPD", "homo_energy_ev": [-11.38, -11.38], "homo_lumo_gap_ev": [5.924, 5.923], "energy_ev": -142679.148, "charge": 1, "spin_multiplicity": 2, "e_above_lowest_kcal_mol": 65.1, "symbols": ["V", "C", "C", "N", "O", "B", "F", "F", "O", "N", "C", "C", "C", "N", "O", "B", "F", "F", "O", "N", "C", "C", "C", "H", "H", "H", "H", "H", "H", "H", "H", "H", "H", "H", "H", "C", "C", "C", "C", "C", "C", "C", "F", "C", "C", "C", "O", "C", "C", "N", "C", "C", "O", "O", "H", "H", "H", "H", "H", "H", "H", "H", "H", "H", "H", "F", "C", "C", "F", "C", "C", "C", "F", "C", "C", "C", "N", "C", "N", "F", "C", "C", "N", "C", "N", "O", "S", "O", "O", "S"], "positions_angstrom": [[-1.736, -0.356, 0.695], [-2.801, -2.693, 4.312], [-2.360, -1.737, 3.267], [-2.848, -1.657, 2.072], [-3.894, -2.474, 1.767], [-3.813, -3.317, 0.575], [-2.930, -4.334, 0.718], [-5.041, -3.696, 0.207], [-3.155, -2.362, -0.589], [-3.268, -1.063, -0.248], [-4.386, -0.415, -0.206], [-5.712, -0.919, -0.621], [-4.174, 0.927, 0.344], [-2.977, 1.043, 0.824], [-2.461, 2.207, 1.180], [-1.747, 2.221, 2.511], [-2.655, 1.742, 3.442], [-1.272, 3.440, 2.752], [-0.586, 1.212, 2.494], [-1.153, 0.006, 2.443], [-1.404, -0.676, 3.514], [-0.911, -0.341, 4.870], [-5.161, 2.026, 0.266], [-3.397, -2.168, 5.056], [-1.950, -3.145, 4.815], [-3.416, -3.468, 3.861], [-6.268, -1.214, 0.271], [-5.610, -1.799, -1.251], [-6.274, -0.141, -1.130], [-1.744, 0.014, 5.479], [-0.171, 0.455, 4.823], [-0.488, -1.217, 5.354], [-5.378, 2.247, -0.779], [-4.759, 2.913, 0.749], [-6.090, 1.736, 0.750], [6.056, -1.025, -0.942], [5.455, -0.186, 0.183], [6.245, -0.249, 1.488], [6.321, -1.686, 1.985], [4.962, -2.318, 1.979], [4.725, -3.461, 2.715], [3.456, -4.042, 2.735], [3.264, -5.138, 3.469], [2.400, -3.488, 2.056], [2.610, -2.320, 1.309], [1.491, -1.681, 0.665], [0.317, -2.174, 1.023], [1.745, -0.465, 0.008], [3.060, -0.051, -0.136], [4.091, -0.648, 0.439], [3.904, -1.753, 1.232], [0.710, 0.479, -0.547], [1.031, 1.424, -1.220], [-0.471, 0.277, -0.041], [7.083, -0.720, -1.116], [5.490, -0.878, -1.857], [6.035, -2.084, -0.707], [5.394, 0.853, -0.146], [5.756, 0.375, 2.239], [7.246, 0.145, 1.327], [6.742, -1.717, 2.991], [6.990, -2.263, 1.342], [5.521, -3.920, 3.282], [1.417, -3.927, 2.096], [3.236, 0.845, -0.720], [-1.393, 2.317, -1.893], [-0.904, 2.875, -3.011], [0.073, 3.820, -2.940], [0.544, 4.205, -1.762], [0.599, 4.465, -4.118], [0.043, 4.035, -5.371], [-0.918, 3.076, -5.441], [-1.387, 2.711, -6.630], [-1.479, 2.473, -4.266], [-2.560, 1.612, -4.339], [-3.219, 1.127, -3.200], [-3.838, 0.759, -2.307], [-3.196, 1.204, -5.536], [-3.768, 0.861, -6.468], [0.501, 4.583, -6.491], [1.586, 5.433, -4.068], [2.219, 5.845, -2.875], [2.787, 6.189, -1.941], [2.099, 6.094, -5.208], [2.564, 6.671, -6.082], [-0.125, -0.903, -2.121], [-0.008, -2.306, -1.791], [-0.708, -3.211, -2.631], [1.299, -2.710, -1.314], [-1.101, -2.434, 0.087]], "forces_ev_per_a": [[-3.0531, -2.5999, 1.5316], [-0.1752, -0.1109, -0.2078], [-0.8385, -0.7200, -0.6133], [-0.0569, -0.5869, 0.7289], [0.1282, 0.6337, 0.7598], [0.5094, -0.1138, -0.4453], [0.1444, -0.3868, 0.0056], [-0.6143, 0.0644, -0.1527], [-0.9045, -0.8148, -0.1055], [-1.3856, 0.6503, -0.7192], [0.1592, -1.0316, -0.2789], [0.0901, -0.1168, 0.0434], [0.3919, 0.8653, 0.2531], [-2.2280, 0.8327, 0.1670], [-0.0358, 0.9790, -0.0950], [-0.2142, -0.4180, 0.4009], [-0.2892, 0.0196, 0.3391], [0.3225, 0.4888, -0.1636], [0.4282, 0.8828, 0.3513], [0.3933, -0.6583, 2.2484], [0.6545, 0.9757, -0.1662], [-0.0023, 0.3526, -0.1103], [0.1892, 0.1132, 0.1265], [-0.0461, 0.0429, 0.1279], [0.0982, 0.0295, 0.0286], [0.0348, 0.0072, 0.0494], [-0.0315, -0.0361, 0.0710], [0.0067, 0.0623, -0.0173], [0.0611, 0.0575, -0.0436], [-0.0413, -0.0288, 0.0044], [-0.0151, -0.0380, -0.0415], [0.0172, -0.1423, 0.0134], [-0.0082, -0.0210, -0.0520], [-0.0454, -0.0177, -0.0137], [-0.1025, -0.0739, 0.0544], [-0.1110, 0.2039, 0.0935], [0.8004, 0.2449, -0.1606], [-0.0283, -0.1024, -0.0194], [0.1610, 0.1374, -0.0861], [-0.0468, -0.1925, -0.0012], [-0.2239, 0.1106, -0.1899], [-0.3006, 0.3815, -0.2423], [0.0543, -0.0242, -0.0405], [0.2519, -0.1796, 0.2197], [0.1817, 0.0326, -0.0941], [0.9437, 1.0259, 0.7163], [0.4573, -0.2481, 0.4551], [-0.3326, 0.0171, 0.2914], [-0.3510, 0.0935, 0.0898], [-0.4553, 0.2841, -0.1842], [-0.5954, -0.7742, 0.4478], [3.8577, 0.7098, -0.8975], [-0.5636, -0.4251, 0.4849], [1.9877, 2.3993, -1.8490], [0.1339, 0.0039, -0.0406], [-0.0291, 0.0130, -0.1331], [0.0367, -0.1558, 0.0375], [-0.1479, -0.0644, 0.0678], [0.0030, 0.0612, -0.0395], [-0.0075, 0.0735, -0.0465], [-0.0307, -0.0425, -0.0483], [0.0347, -0.0318, 0.0552], [0.0773, -0.0114, 0.0941], [-0.0140, -0.0982, 0.0453], [0.1728, -0.0704, 0.0454], [0.2024, 0.5158, -0.5743], [0.6725, 0.6273, 0.7032], [-0.7722, -0.7578, 0.6074], [-0.2198, -0.1888, -0.2948], [1.0804, 1.0303, -0.0031], [-0.7313, -0.7738, -0.6849], [0.7543, 0.8127, -0.5698], [0.1702, 0.1166, 0.3204], [-1.0955, -0.8193, -0.0558], [1.3459, 0.9578, -0.2461], [-0.4446, -0.3207, 0.9765], [-0.0775, 0.2618, -0.6952], [0.0401, 0.0546, -0.3787], [-0.2331, -0.1873, -0.2947], [-0.2409, -0.2583, 0.3238], [-1.1848, -1.1907, -0.0608], [0.1286, 0.0323, 0.5581], [0.1956, 0.1452, 0.2646], [0.0961, 0.1519, -0.3912], [0.1722, 0.2069, -0.2467], [0.0887, -0.2987, -0.5281], [0.2313, -0.3081, -1.7792], [-0.2593, -0.2322, 0.0027], [-0.4016, -0.4647, -0.4558], [1.0244, -1.6258, 0.3525]], "mulliken_spin": [0.992, -0.001, 0.021, -0.024, 0.004, -0.001, 0.001, 0.000, 0.002, 0.000, 0.013, 0.004, 0.079, -0.082, -0.008, -0.002, 0.001, 0.000, -0.002, -0.063, 0.074, -0.009, -0.004, 0.000, 0.000, 0.000, -0.001, 0.000, 0.000, 0.006, 0.000, 0.002, 0.003, 0.001, 0.005, 0.000, 0.000, 0.000, 0.000, 0.000, 0.000, 0.000, 0.000, 0.002, 0.005, 0.004, -0.014, -0.011, -0.001, 0.000, 0.000, -0.012, -0.005, 0.029, 0.000, 0.000, 0.000, 0.000, 0.000, 0.000, 0.000, 0.000, 0.000, 0.001, 0.000, 0.002, 0.002, -0.002, 0.000, 0.000, -0.001, 0.001, 0.000, 0.000, -0.002, 0.001, 0.006, 0.001, 0.000, 0.000, 0.001, 0.000, -0.001, -0.001, -0.001, 0.004, 0.002, 0.000, 0.002, -0.023]}